{"formula": "C37H56ClF6N4O9S", "method": "ωB97M-V/def2-TZVPD", "total_charge": 1, "lumo_energy_ev": -3.6, "homo_energy_ev": -10.62, "homo_lumo_gap_ha": 0.2571, "symbols": ["C", "C", "C", "C", "C", "C", "C", "C", "C", "C", "C", "C", "O", "C", "C", "O", "C", "C", "N", "C", "C", "C", "N", "C", "C", "C", "C", "O", "O", "C", "O", "C", "N", "C", "Cl", "N", "C", "S", "C", "C", "H", "H", "H", "H", "H", "H", "H", "H", "H", "H", "H", "H", "H", "H", "H", "H", "H", "H", "H", "H", "H", "H", "H", "H", "H", "H", "H", "H", "H", "H", "H", "H", "H", "H", "H", "H", "H", "H", "H", "H", "H", "H", "H", "H", "H", "H", "C", "C", "O", "C", "O", "C", "F", "F", "F", "H", "H", "H", "H", "H", "C", "C", "O", "C", "O", "C", "F", "F", "F", "H", "H", "H", "H", "H"], "positions_angstrom": [[-10.406106, 1.051606, -4.723747], [-9.374326, 1.424485, -5.811078], [-9.983752, 0.898038, -7.152593], [-9.301375, 2.971025, -6.002394], [-7.977939, 0.756762, -5.696391], [-7.362645, 0.553702, -4.290980], [-7.870612, -0.677901, -3.537416], [-7.425031, 1.815739, -3.365333], [-5.831315, 0.348279, -4.536949], [-5.115476, 1.422041, -5.034443], [-3.780864, 1.355314, -5.330163], [-3.104290, 0.182330, -5.091742], [-1.741080, 0.090901, -5.360899], [-1.040481, -0.156252, -4.143605], [0.252362, 0.687279, -4.084662], [1.232184, 0.139394, -3.210693], [0.789714, 0.113363, -1.870093], [1.922126, 0.668615, -0.980188], [1.987552, 0.042454, 0.375033], [3.232097, 0.452485, 1.105002], [3.398739, -0.284554, 2.462172], [4.012818, -1.672834, 2.089401], [4.197210, -2.450024, 3.301886], [4.430138, 0.530579, 3.299419], [4.003232, 0.983907, 4.730189], [4.840681, 0.295163, 5.841708], [4.314368, -1.097731, 6.255226], [2.916011, -1.263410, 6.033995], [2.158673, -0.574619, 3.116240], [1.125422, 0.238030, 2.781435], [1.318963, 1.606244, 3.237247], [0.437784, 1.919825, 4.133844], [-0.393718, 2.084901, 4.946832], [0.782970, 0.238994, 1.238418], [-0.108013, 1.749342, 0.884103], [-0.050915, -0.955945, 1.022217], [-1.274036, -0.784342, 1.109657], [-2.734136, -0.777344, 1.578355], [-3.804946, -0.876656, -4.595681], [-5.151492, -0.831058, -4.317247], [-11.196230, 1.813297, -4.754596], [-10.919671, 0.104278, -4.923719], [-10.027466, 1.050445, -3.701800], [-10.888732, 1.460061, -7.402529], [-9.246447, 0.929761, -7.960974], [-10.260583, -0.147589, -6.967992], [-8.463818, 3.433538, -5.475514], [-10.259008, 3.458158, -5.810538], [-9.097670, 3.123017, -7.072284], [-8.069342, -0.244994, -6.146127], [-7.312626, 1.307366, -6.371460], [-7.359139, -0.839257, -2.581488], [-7.645607, -1.560756, -4.151122], [-8.946772, -0.698850, -3.360304], [-8.308900, 1.828719, -2.725168], [-7.252466, 2.745217, -3.905106], [-6.569078, 1.711212, -2.683510], [-5.593546, 2.375340, -5.237767], [-3.249442, 2.204249, -5.749883], [-1.660979, 0.153715, -3.297086], [-0.736342, -1.209522, -4.051954], [0.721710, 0.789557, -5.066123], [-0.049431, 1.703135, -3.778355], [-0.117316, 0.713742, -1.760617], [0.624693, -0.935662, -1.583895], [2.850855, 0.379575, -1.490161], [1.947475, 1.758634, -0.945431], [2.054524, -0.970421, 0.216503], [3.175285, 1.537041, 1.246113], [4.081397, 0.199857, 0.468247], [4.927026, -1.562377, 1.504572], [3.219224, -2.183225, 1.504571], [5.068353, -2.962460, 3.289969], [3.437019, -3.092327, 3.467441], [5.336915, -0.076381, 3.372146], [4.697615, 1.432577, 2.734682], [2.936166, 0.932816, 4.929944], [4.279852, 2.043438, 4.803302], [4.781537, 0.962842, 6.703279], [5.885981, 0.273211, 5.522712], [4.936355, -1.880941, 5.804161], [4.473068, -1.191193, 7.333561], [2.703253, -2.111428, 6.435265], [0.217413, -0.118126, 3.276821], [-3.253858, -1.803297, -4.434692], [-5.651647, -1.716348, -3.950652], [5.528414, -0.607505, 13.393408], [6.011031, -1.487089, 12.260157], [5.680339, -0.911985, 10.979697], [6.495819, 0.038379, 10.541219], [7.460624, 0.451949, 11.108597], [6.040549, 0.512916, 9.155935], [4.717021, 0.720974, 9.102838], [6.340236, -0.399210, 8.210073], [6.622924, 1.654348, 8.800144], [4.460556, -0.409087, 13.294354], [5.712378, -1.088306, 14.353363], [6.037911, 0.355943, 13.386623], [5.507375, -2.451141, 12.296789], [7.081783, -1.677603, 12.325325], [3.703064, -0.697480, -5.806047], [4.460165, -0.355940, -4.539522], [5.007685, -1.540856, -3.932202], [6.150581, -1.990755, -4.449336], [6.741975, -1.501041, -5.360638], [6.624209, -3.220970, -3.664661], [5.623020, -4.082467, -3.439423], [7.117596, -2.858241, -2.467953], [7.578335, -3.875675, -4.311634], [2.941354, -1.451679, -5.602808], [3.222915, 0.190242, -6.217442], [4.370852, -1.109703, -6.561891], [3.777040, 0.075552, -3.809337], [5.244153, 0.378663, -4.724152]], "forces_ev_per_angstrom": [[-0.3, 0.5, 0.0], [-0.7, 0.0, -0.8], [0.1, -0.4, 0.9], [0.7, -0.6, -0.6], [-1.0, -0.3, 0.2], [1.5, 0.6, 0.3], [-0.2, -0.5, -0.5], [0.6, -0.8, 0.3], [-1.3, 0.2, 0.0], [-0.2, 0.8, -0.4], [0.8, 0.5, -0.3], [0.1, 0.3, -0.5], [-0.1, 0.1, 0.9], [1.1, 0.1, -0.1], [-0.6, 0.4, -0.7], [-0.2, 0.4, 0.3], [0.4, -0.2, 0.2], [0.4, -0.2, -1.4], [0.4, 0.3, -0.1], [-0.3, 0.5, 0.8], [1.8, -0.3, -1.0], [-1.7, -0.3, 0.9], [0.7, 0.0, -0.3], [-0.8, 0.0, 0.3], [1.3, 0.2, -0.1], [-1.5, 0.2, -0.3], [0.8, 0.2, 0.9], [0.3, 0.0, -0.4], [-0.1, 0.5, -0.6], [-0.4, -0.1, 0.0], [0.3, -0.1, -0.1], [-1.9, 0.3, 2.1], [1.9, -0.2, -1.9], [-1.2, -0.6, 0.6], [0.5, -0.2, -0.2], [0.2, 1.5, -0.7], [0.3, -1.1, 1.3], [-0.3, 0.2, -0.6], [0.9, -1.7, 0.3], [-0.3, 0.1, 0.0], [0.1, -0.2, 0.1], [0.4, 0.0, 0.1], [0.0, 0.0, -0.1], [0.2, -0.1, -0.1], [-0.2, 0.2, 0.0], [0.0, 0.1, -0.4], [-0.4, 0.1, 0.2], [0.2, 0.0, 0.3], [0.1, 0.2, 0.2], [0.1, 0.1, 0.1], [0.1, 0.0, 0.3], [0.0, 0.3, -0.1], [-0.2, 0.1, 0.1], [0.1, 0.2, 0.0], [-0.1, 0.3, -0.4], [-0.4, 0.0, 0.1], [-0.2, 0.1, 0.0], [-0.2, -0.2, 0.1], [-0.1, 0.0, 0.1], [-0.1, -0.4, 0.0], [-0.3, 0.1, 0.0], [-0.1, -0.3, 0.1], [0.4, -0.1, 0.1], [0.0, -0.3, 0.2], [-0.3, 0.2, 0.0], [-0.1, -0.1, 0.3], [-0.2, -0.2, 0.5], [-0.2, 0.0, 0.1], [-0.1, -0.2, -0.1], [-0.1, 0.2, 0.0], [-0.1, 0.0, 0.1], [0.5, 0.1, -0.4], [-0.1, -0.1, 0.0], [0.0, 0.1, 0.1], [-0.1, 0.1, 0.1], [0.0, -0.2, 0.0], [0.1, -0.3, -0.1], [-0.2, -0.1, -0.1], [0.0, -0.1, -0.1], [-0.1, -0.2, 0.2], [-0.4, 0.0, -0.3], [0.1, 0.0, -0.2], [-0.2, 0.1, 0.0], [0.2, -0.2, -0.1], [-0.2, 0.1, 0.0], [0.1, 0.0, 0.0], [0.0, 0.3, -0.2], [0.0, -0.3, 0.7], [0.0, 0.0, -0.4], [0.0, -0.5, 0.7], [0.1, 0.3, -0.3], [-0.2, 0.5, -0.7], [0.0, -0.2, 0.3], [0.3, -0.1, 0.5], [0.2, -0.1, 0.2], [0.0, -0.1, 0.0], [0.0, 0.0, 0.0], [0.1, -0.1, 0.0], [-0.1, 0.1, -0.3], [0.0, 0.2, -0.2], [0.1, -0.3, -0.1], [-0.3, 0.5, -0.4], [0.1, -0.1, 0.4], [-0.4, 0.6, -0.1], [0.2, -0.2, 0.0], [0.3, -0.8, 0.2], [-0.1, 0.2, 0.0], [-0.1, 0.2, 0.0], [0.0, 0.2, -0.1], [-0.1, 0.1, 0.1], [0.0, 0.0, 0.0], [0.0, 0.1, 0.0], [0.0, -0.2, 0.1], [0.2, -0.2, 0.0]]}



{"formula": "C7H16CoNOPS", "method": "ωB97M-V/def2-TZVPD", "lumo_energy_ev": [0.4, 0.2], "homo_energy_ev": [-5.92, -8.08], "spin_multiplicity": 4, "relative_energy_kcal_mol": 0.0, "homo_lumo_gap_ha": [0.2339, 0.3038], "symbols": ["Co", "H", "H", "P", "C", "H", "H", "H", "C", "H", "H", "H", "C", "H", "H", "H", "C", "O", "H", "H", "S", "C", "C", "N", "C", "H", "H", "H"], "positions_angstrom": [[-0.211757, -0.210086, 0.629754], [0.905543, 3.007814, 0.791354], [0.902343, 2.944014, 0.033454], [-0.477957, -0.436686, -1.687346], [0.824943, -1.379386, -2.600546], [0.552243, -1.543986, -3.658246], [1.774743, -0.822386, -2.543346], [0.969243, -2.351386, -2.100346], [-2.023757, -1.308186, -2.200946], [-2.887857, -0.742686, -1.817446], [-2.089857, -1.404186, -3.299346], [-2.034057, -2.309386, -1.739746], [-0.576357, 1.133314, -2.668646], [0.386243, 1.667214, -2.593946], [-0.799557, 0.932714, -3.731846], [-1.367457, 1.771714, -2.241946], [1.620443, -0.742186, 0.662854], [2.759243, -1.033486, 0.684054], [-1.855957, 0.371614, 0.605954], [-0.605557, -1.746186, 0.767354], [-0.008757, 0.119514, 4.975154], [1.183943, 1.116214, 4.333454], [1.127843, 1.014914, 2.950054], [0.168043, 0.167414, 2.480354], [-0.548257, -0.403586, 3.472154], [1.874643, 1.728914, 4.896454], [1.796843, 1.557314, 2.298854], [-1.359157, -1.098886, 3.302454]], "forces_ev_per_angstrom": [[-2.1, -0.5, -1.6], [0.0, 0.0, -0.7], [0.0, 0.0, 0.6], [-0.1, 0.2, -1.1], [-0.1, 0.0, -0.1], [0.2, 0.1, 0.4], [-0.3, -0.2, -0.1], [-0.1, 0.3, -0.2], [0.1, 0.0, 0.2], [0.3, -0.2, -0.1], [0.1, 0.1, 0.4], [0.0, 0.4, -0.2], [0.0, -0.2, -0.1], [-0.4, -0.2, 0.0], [0.1, 0.1, 0.4], [0.3, -0.3, -0.1], [5.0, -0.9, -0.6], [-4.0, 0.7, 0.1], [0.6, 0.1, 0.0], [0.3, -0.5, 0.0], [-0.4, -0.4, 1.2], [0.1, 0.1, -1.7], [-0.1, -0.1, 1.7], [-0.7, 0.3, 3.2], [1.6, 1.3, -1.3], [-0.2, -0.2, 0.1], [-0.2, -0.2, -0.2], [0.1, 0.1, 0.0]]}



{"formula": "C19H21O9", "method": "ωB97M-V/def2-TZVPD", "total_charge": -1, "lumo_energy_ev": 2.0, "homo_energy_ev": -2.10, "relative_energy_kcal_mol": 0.0, "homo_lumo_gap_ha": 0.1507, "symbols": ["C", "O", "C", "C", "O", "O", "C", "C", "O", "O", "C", "H", "H", "H", "H", "H", "H", "H", "H", "H", "C", "C", "C", "O", "C", "O", "C", "C", "C", "C", "C", "C", "C", "C", "C", "O", "O", "H", "H", "H", "H", "H", "H", "H", "H", "H", "H", "H", "H"], "positions_angstrom": [[-0.054831, 2.687014, 2.157090], [-0.501538, 3.280669, 0.881987], [-0.737759, 2.499214, -0.161935], [-1.920361, 2.829237, -0.988046], [-1.956834, 2.593094, -2.184457], [-2.870630, 3.492284, -0.299789], [-3.887958, 4.171870, -1.049862], [0.325814, 1.702204, -0.780982], [0.151529, 0.914602, -1.702135], [1.543391, 1.965050, -0.229226], [2.690429, 1.843766, -1.078072], [-0.017404, 3.523131, 2.861040], [-0.798666, 1.944215, 2.461552], [0.923542, 2.233042, 1.996303], [-4.325485, 4.898725, -0.363987], [-3.470654, 4.694707, -1.922043], [-4.662654, 3.466195, -1.379673], [3.561373, 1.922259, -0.424016], [2.695496, 0.879688, -1.605674], [2.673586, 2.664808, -1.809001], [2.960535, -3.264189, 0.676566], [3.261651, -1.900370, 0.080919], [4.715804, -1.504875, 0.297987], [3.041740, -1.879006, -1.343653], [1.735957, -2.124160, -1.714391], [1.480053, -2.559759, -2.814727], [0.688817, -1.763444, -0.719585], [-0.620495, -1.902992, -1.087825], [-1.738038, -1.743648, -0.194276], [-1.657635, -2.064223, 1.185021], [-2.775258, -1.980354, 2.008738], [-4.007763, -1.569771, 1.483737], [-4.109920, -1.251848, 0.122675], [-2.987184, -1.315139, -0.700299], [1.103001, -0.932848, 0.440175], [0.341418, -0.253862, 1.101196], [2.444650, -0.872356, 0.700400], [1.917822, -3.566447, 0.521936], [3.611931, -3.998323, 0.185642], [3.174368, -3.229422, 1.752982], [4.904571, -0.513596, -0.123068], [4.946164, -1.490344, 1.365356], [5.360020, -2.228411, -0.208006], [-0.784361, -2.150274, -2.133897], [-0.702997, -2.399111, 1.597031], [-2.672740, -2.245284, 3.064224], [-4.885983, -1.510170, 2.132528], [-5.070765, -0.957664, -0.302934], [-3.035749, -1.033882, -1.753527]], "forces_ev_per_angstrom": [[-0.9, 0.5, -1.8], [1.2, 1.8, 3.6], [-0.6, -2.2, -3.0], [3.3, -1.4, 0.7], [-1.5, 0.3, -0.5], [-1.3, 1.0, 0.2], [0.5, -0.4, 0.1], [-3.1, 1.9, 0.1], [1.1, -0.6, -0.3], [1.5, 0.0, 0.2], [-0.8, -0.2, 0.1], [0.1, -0.2, -0.1], [0.2, -0.1, 0.1], [-0.1, -0.1, 0.3], [0.0, -0.1, 0.0], [-0.1, -0.3, 0.2], [0.2, 0.2, 0.0], [-0.1, 0.0, -0.1], [0.0, 0.3, 0.1], [0.2, -0.2, 0.1], [0.1, -0.2, 0.0], [-0.2, 0.9, -0.1], [-0.2, 0.1, -0.2], [-0.5, -0.5, 0.5], [-0.6, 0.2, -0.9], [0.7, 0.2, 0.8], [-0.3, 0.1, -0.4], [1.8, 0.2, 0.3], [-1.5, 0.3, 0.9], [-0.2, -0.1, -0.5], [0.1, 0.0, -0.2], [0.2, 0.0, -0.3], [0.1, 0.0, 0.2], [0.5, -0.4, 0.1], [-1.2, 1.0, 1.0], [1.5, -1.2, -0.5], [0.4, -0.8, -0.4], [0.2, 0.1, 0.1], [-0.1, 0.1, 0.2], [-0.1, -0.1, -0.3], [-0.1, -0.1, 0.1], [-0.1, 0.0, -0.1], [-0.1, 0.1, 0.1], [-0.1, -0.2, 0.2], [-0.4, 0.1, -0.1], [-0.1, 0.1, -0.3], [0.3, 0.0, -0.2], [0.3, 0.0, 0.2], [-0.1, 0.0, 0.3]]}